# 1
Computed, not measured: a structure of composition C7H15InO7 at a distorted geometry, with the ωB97M-V functional and the def2-TZVPD basis.

Structure (ORCA input):
```
! RIJCOSX wB97M-V def2-TZVPD def2/J DEFGRID3
* xyz 2 1
In 2.060 -0.535 -2.621
C 2.527 -2.978 0.917
O 2.700 -1.910 -0.033
H 3.105 -2.698 1.798
H 1.467 -3.128 1.123
H 2.930 -3.968 0.703
C -1.027 3.385 1.376
O -0.455 2.750 0.264
C 0.540 1.866 0.302
O 0.765 1.169 -0.641
O 1.272 2.033 1.422
C 2.558 1.445 1.611
H -1.537 4.196 0.857
H -0.277 3.828 2.031
H -1.758 2.843 1.976
H 3.280 1.591 0.807
H 2.483 0.389 1.869
H 2.991 1.955 2.471
C -2.728 -0.461 -3.525
O -2.841 -0.765 -2.193
C -1.818 -1.040 -1.418
O -0.688 -1.223 -1.803
O -2.302 -1.174 -0.178
C -1.504 -1.502 0.902
H -3.607 -0.202 -4.115
H -2.279 -1.379 -3.903
H -2.036 0.376 -3.616
H -0.660 -0.863 1.161
H -1.007 -2.447 0.683
H -2.155 -1.553 1.774
*
```

## Properties
frontier orbital gap: 2.872 eV
M: 326.0 g mol⁻¹

Here are the natural (NBO) charges for atoms 1 to 5, given in e: In 1.179; C -0.344; O -0.085; H 0.353; H 0.226



# 2
Computed, not measured: a structure of composition C8H24N2O5V at a distorted geometry, with the ωB97M-V functional and the def2-TZVPD basis.

Structure (ORCA input):
```
! RIJCOSX wB97M-V def2-TZVPD def2/J DEFGRID3
* xyz 0 2
O 1.804 0.818 1.359
V 0.374 0.721 0.679
O -0.419 0.226 2.477
H 0.132 -0.167 3.142
O 0.877 1.286 -1.298
H -0.042 1.239 -1.570
C 0.343 -3.671 1.027
C 1.269 -2.710 0.306
C 2.077 -3.362 -0.824
O 2.788 -2.319 -1.514
C 2.907 -2.468 -2.904
N 0.632 -1.445 -0.153
H -0.177 -4.443 0.450
H -0.311 -3.100 1.683
H 0.977 -4.356 1.602
H 2.049 -2.433 1.023
H 1.514 -3.935 -1.566
H 2.884 -3.953 -0.385
H 3.318 -1.551 -3.321
H 2.029 -2.750 -3.490
H 3.669 -3.221 -3.141
H 1.202 -1.237 -0.983
H -0.262 -1.764 -0.535
C -3.502 2.300 -0.682
C -2.041 2.081 -0.277
C -1.640 2.981 0.890
O -0.256 2.843 1.153
C 0.300 3.961 1.858
N -1.792 0.637 -0.024
H -3.664 1.983 -1.716
H -3.825 3.345 -0.714
H -4.226 1.795 -0.041
H -1.346 2.405 -1.053
H -2.258 2.913 1.796
H -1.883 4.007 0.584
H 1.377 3.916 1.942
H -0.257 3.948 2.800
H 0.015 4.882 1.339
H -2.310 0.151 -0.752
H -2.325 0.448 0.831
*
```

## Properties
frontier orbital gap (spin up / spin down): 8.046 / 8.898 eV
M: 279.2 g mol⁻¹

Here are the natural (NBO) charges for atoms 1 to 5, given in e: O -0.488; V 1.409; O -1.122; H 0.460; O -1.065



# 3
Computed, not measured: the molecule C5H10O at a distorted geometry, with the ωB97M-V functional and the def2-TZVPD basis.

Structure (ORCA input):
```
! RIJCOSX wB97M-V def2-TZVPD def2/J DEFGRID3
* xyz 0 1
C 1.512 -0.051 1.070
C 0.904 0.338 -0.224
C 0.076 -1.004 -0.998
C -0.529 0.289 -0.519
C -1.529 0.263 0.610
O -1.022 1.076 -1.567
H 2.525 -0.458 0.987
H 1.580 0.873 1.649
H 0.907 -0.761 1.646
H 1.432 -0.142 -1.193
H 0.010 -1.167 -2.079
H -0.054 -1.894 -0.390
H -2.523 0.025 0.216
H -1.582 1.246 1.092
H -1.268 -0.479 1.369
H -0.438 1.847 -1.669
*
```

## Properties
frontier orbital gap: 9.511 eV
M: 86.1 g mol⁻¹

Here are the natural (NBO) charges for atoms 1 to 5, given in e: C -0.642; C -0.285; C -0.437; C 0.185; C -0.613



# 4
Computed, not measured: a cluster of 2 separate species, HNO3S in total at a distorted geometry, with the ωB97M-V functional and the def2-TZVPD basis.

Structure (ORCA input):
```
! RIJCOSX wB97M-V def2-TZVPD def2/J DEFGRID3
* xyz 0 3
N 2.061 0.075 0.678
O -2.379 0.851 -0.829
O -1.307 -1.278 -0.323
O 0.907 0.410 0.570
S -1.830 -0.032 0.159
H 2.548 -0.027 -0.255
*
```

## Properties
frontier orbital gap (spin up / spin down): 8.481 / 10.311 eV
M: 95.1 g mol⁻¹

Here are the natural (NBO) charges for atoms 1 to 5, given in e: N -0.143; O -0.832; O -0.834; O -0.210; S 1.665



# 5
Computed, not measured: the ion C8H17N2 with charge +1 at a distorted geometry, with the ωB97M-V functional and the def2-TZVPD basis.

Structure (ORCA input):
```
! RIJCOSX wB97M-V def2-TZVPD def2/J DEFGRID3
* xyz 1 1
C -1.207 -0.258 1.892
C -0.939 -0.850 0.471
C -0.914 0.091 -0.730
N 0.179 1.107 -0.751
C 0.769 1.552 -1.953
C -0.315 2.312 -0.062
N 0.262 -1.719 0.476
C 0.984 -2.213 -0.691
C 1.689 -1.380 0.337
C 1.143 -2.218 1.471
H -1.483 -1.016 2.731
H -0.356 0.246 2.167
H -2.049 0.308 1.683
H -1.628 -1.617 0.301
H -0.857 -0.578 -1.504
H -1.999 0.615 -0.753
H 0.025 1.788 -2.619
H 1.325 2.439 -1.779
H 1.622 0.841 -2.395
H -0.784 2.262 0.923
H 0.460 3.082 0.151
H -1.044 2.970 -0.613
H 0.877 -1.611 -1.647
H 1.138 -3.369 -0.852
H 2.106 -0.433 0.505
H 1.299 -3.193 1.538
H 1.098 -1.880 2.587
*
```

## Properties
frontier orbital gap: 9.996 eV
M: 141.2 g mol⁻¹

Here are the natural (NBO) charges for atoms 1 to 5, given in e: C -0.612; C -0.020; C -0.226; N -0.479; C -0.402



# 6
Computed, not measured: the molecule C22H36N2O4, with the ωB97M-V functional and the def2-TZVPD basis.

Structure (ORCA input):
```
! RIJCOSX wB97M-V def2-TZVPD def2/J DEFGRID3
* xyz 0 1
C -4.963 -4.790 -3.803
C -4.595 -3.740 -2.763
C -3.127 -3.339 -2.864
C -2.744 -2.296 -1.819
C -1.274 -1.935 -1.896
O -0.488 -2.425 -2.678
N -0.913 -0.958 -1.015
C 0.484 -0.681 -0.789
N 1.112 -1.777 -0.042
C 0.478 -2.538 0.879
O -0.598 -2.247 1.365
C 1.229 -3.808 1.228
C 1.093 -4.820 0.083
C -0.347 -5.300 -0.087
C -0.508 -6.147 -1.343
C 0.652 0.651 -0.101
C 0.244 0.833 1.206
C 0.395 2.068 1.822
C 0.950 3.137 1.140
O 1.139 4.382 1.643
C 0.795 4.634 2.988
C 1.156 6.088 3.302
C 0.657 6.465 4.693
C 2.663 6.292 3.183
C 1.365 2.956 -0.201
O 1.900 4.057 -0.799
C 2.310 3.954 -2.140
C 1.213 1.720 -0.799
H -4.360 -5.686 -3.669
H -6.012 -5.066 -3.717
H -4.789 -4.410 -4.807
H -4.795 -4.134 -1.763
H -5.224 -2.856 -2.901
H -2.496 -4.220 -2.731
H -2.920 -2.939 -3.858
H -2.946 -2.676 -0.814
H -3.333 -1.385 -1.953
H -1.519 -0.774 -0.228
H 0.964 -0.664 -1.774
H 1.975 -2.130 -0.422
H 0.800 -4.223 2.141
H 2.282 -3.578 1.404
H 1.422 -4.363 -0.854
H 1.741 -5.677 0.282
H -1.008 -4.434 -0.152
H -0.644 -5.877 0.792
H -0.275 -5.554 -2.225
H -1.529 -6.511 -1.430
H 0.162 -7.005 -1.316
H -0.193 0.015 1.756
H 0.069 2.183 2.843
H 1.349 3.959 3.657
H -0.282 4.473 3.142
H 0.659 6.716 2.556
H 0.905 7.501 4.912
H -0.422 6.348 4.764
H 1.123 5.834 5.447
H 2.999 5.983 2.197
H 2.918 7.339 3.329
H 3.187 5.701 3.932
H 1.476 3.689 -2.798
H 2.680 4.942 -2.409
H 3.115 3.222 -2.262
H 1.524 1.566 -1.820
*
```

## Properties
frontier orbital gap: 8.806 eV
M: 392.5 g mol⁻¹

Here are the natural (NBO) charges for atoms 1 to 5, given in e: C -0.599; C -0.389; C -0.388; C -0.503; C 0.701



# 7
Computed, not measured: a cluster of 2 separate species, C4H9N in total at a distorted geometry, with the ωB97M-V functional and the def2-TZVPD basis.

Structure (ORCA input):
```
! RIJCOSX wB97M-V def2-TZVPD def2/J DEFGRID3
* xyz 0 1
C 0.364 1.176 -1.902
C -0.248 0.537 -0.896
C -1.203 -0.649 -1.008
H 0.463 2.256 -1.846
H 0.288 0.786 -2.919
H -0.127 0.964 0.104
H -0.881 -1.401 -0.270
H -1.110 -0.979 -2.045
H -2.162 -0.231 -0.699
C 1.211 -0.204 2.165
N 0.227 -1.001 2.144
H 1.486 0.182 1.145
H 1.891 -0.096 3.028
H -0.198 -1.341 2.999
*
```

## Properties
frontier orbital gap: 10.350 eV
M: 71.1 g mol⁻¹

Here are the natural (NBO) charges for atoms 1 to 5, given in e: C -0.451; C -0.131; C -0.660; H 0.203; H 0.181



# 8
Computed, not measured: a structure of composition C3H6O4 at a distorted geometry, with the ωB97M-V functional and the def2-TZVPD basis.

Structure (ORCA input):
```
! RIJCOSX wB97M-V def2-TZVPD def2/J DEFGRID3
* xyz 0 1
C 1.371 1.041 -0.104
C 0.695 -0.132 -0.658
C -1.020 -0.878 0.093
O 1.816 -0.289 0.097
O -0.845 -1.505 1.381
O -1.495 -1.750 -0.864
O -1.778 0.222 0.322
H 1.872 1.732 -0.688
H 1.108 1.498 0.814
H 0.637 -0.313 -1.753
H -0.289 -2.199 1.424
H -1.243 -1.454 -1.787
H -2.291 0.023 1.197
*
```

## Properties
frontier orbital gap: 9.798 eV
M: 106.1 g mol⁻¹

Here are the natural (NBO) charges for atoms 1 to 5, given in e: C -0.128; C 0.024; C 0.774; O -0.476; O -0.735



Which of these has the lowest M?
C4H9N